C5H8N2 | wB97M-V/def2-TZVPD

Positions of all 15 atoms, in Å:
C  1.1490  -1.2465  1.7745
C  0.2779  -0.6203  0.7242
C  -0.8642  -1.1810  0.1635
N  -1.2625  -0.2073  -0.8506
C  -0.4694  0.8749  -0.8331
N  -0.7696  1.9724  -1.6623
C  0.4818  0.6636  0.1507
H  2.1780  -1.3591  1.4135
H  1.1855  -0.6251  2.6796
H  0.7765  -2.2357  2.0594
H  -0.9774  -1.7846  -0.7818
H  -2.1760  -0.2523  -1.2898
H  -0.3141  2.8140  -1.3317
H  -0.4853  1.8274  -2.6277
H  1.2696  1.3596  0.4116

Atomic forces in eV per Å
0.1 -0.1 0.0
0.0 0.1 -0.2
-0.5 0.8 -3.3
-0.4 1.6 0.9
-0.3 0.0 0.3
0.3 0.3 -0.1
0.2 0.1 0.2
-0.1 0.0 0.1
0.0 -0.1 -0.2
0.0 0.2 -0.1
0.5 -2.9 2.2
0.4 0.1 0.0
0.0 -0.1 0.0
-0.1 -0.1 0.2
-0.1 0.0 0.0

Calculated values
- E_LUMO: 0.950 eV
- E_HOMO: -7.90 eV
- Strongest force on any atom: 3.66 eV/A
- Kohn-Sham gap: 8.85 eV
- SMILES: Cc1c[nH]c(N)c1
- Total charge: 0
- Multiplicity: 1
- Energy above the lowest of the compared OMol25 structures with the same formula, charge and spin: 51.6 kcal per mole

C5H10N2O | wB97M-V/def2-TZVPD

Positions of all 18 atoms, in Å:
C  -0.4600  -0.4411  -0.1212
C  -1.3755  -0.4751  -1.3425
C  -1.0470  0.5242  0.9118
N  -0.7290  1.8301  0.6912
C  2.0133  -0.2744  0.3614
C  2.9545  -0.7193  -0.4298
O  0.8527  -0.0740  -0.5968
N  -1.8615  0.2127  1.8394
H  -0.4071  -1.4354  0.3411
H  0.0717  2.0412  0.1206
H  -1.0285  2.5026  1.3767
H  -2.0570  -0.7830  1.8808
H  1.8514  -0.0166  1.3970
H  -2.3906  -0.7520  -1.0609
H  -1.0093  -1.2024  -2.0651
H  -1.4033  0.5107  -1.8031
H  3.9677  -0.8913  -0.1067
H  2.0574  -0.5569  -1.3936

Atomic forces in eV per Å
0.0 -0.2 -0.1
0.2 -0.1 0.1
0.1 0.0 -0.1
0.2 0.1 -0.1
-1.8 0.0 -1.5
-2.0 0.8 -1.3
-0.9 0.8 2.8
0.0 0.0 0.1
0.0 0.1 0.0
0.0 0.0 0.0
0.0 0.0 0.0
0.1 0.0 -0.1
-0.1 0.0 0.0
0.0 0.0 0.1
0.0 0.0 0.0
0.0 0.0 -0.1
0.2 -0.2 -0.6
4.0 -1.4 0.9

Calculated values
- E_LUMO: 1.018 eV
- E_HOMO: -9.28 eV
- Strongest force on any atom: 4.35 eV/A
- Kohn-Sham gap: 10.30 eV
- SMILES: [H]/N=C(/N)[C@@H](C)OC=C
- Total charge: 0
- Multiplicity: 1
- Energy above the lowest of the compared OMol25 structures with the same formula, charge and spin: 82.6 kcal per mole

C25H13Cl5N4O5V | wB97M-V/def2-TZVPD

Positions of all 53 atoms, in Å:
V  -0.4178  0.1153  1.0583
C  -2.9608  -2.6019  -3.3566
C  -2.2353  -1.4879  -3.7553
C  -1.3199  -0.9017  -2.8925
C  -1.1054  -1.4184  -1.6154
C  -1.8247  -2.5530  -1.2318
C  -2.7483  -3.1317  -2.0901
N  -0.1491  -0.8507  -0.7322
C  1.1400  -1.2633  -0.9575
C  1.6950  -1.7822  -2.1360
C  3.0455  -2.1063  -2.1829
C  3.8668  -1.9468  -1.0719
C  3.3232  -1.4904  0.1244
C  1.9738  -1.1787  0.1796
N  1.2643  -0.7942  1.3105
N  1.8751  -1.0334  2.4972
C  1.1717  -0.4427  3.4398
C  1.5056  -0.5658  4.8240
C  0.7763  0.1068  5.7496
C  -0.3154  0.9124  5.3360
C  -0.6229  0.9544  4.0054
N  0.0780  0.2917  3.0570
H  -3.6855  -3.0511  -4.0262
H  -2.3850  -1.0627  -4.7415
H  -0.7446  -0.0428  -3.2152
H  -1.6648  -2.9411  -0.2362
H  -3.3100  -3.9983  -1.7615
H  1.0752  -1.9171  -3.0126
H  3.4628  -2.4863  -3.1096
H  4.9218  -2.1877  -1.1330
H  3.9171  -1.3919  1.0226
H  2.3394  -1.2035  5.0841
H  1.0197  0.0213  6.8033
H  -0.9188  1.4590  6.0469
H  -1.4637  1.5264  3.6358
Cl  0.9583  5.4638  -4.2350
C  0.7549  4.3884  -2.8906
C  -0.4474  3.7158  -2.6889
Cl  -1.7504  3.9755  -3.8010
C  -0.6275  2.8562  -1.6137
Cl  -2.1540  2.1163  -1.3575
C  0.4188  2.6035  -0.6798
O  0.3536  1.8246  0.3259
C  1.6253  3.3251  -0.9107
Cl  2.9072  3.0550  0.2110
C  1.7878  4.1869  -1.9800
Cl  3.2904  5.0228  -2.1969
O  -4.2095  0.8872  2.1161
C  -3.1366  0.4066  1.8147
O  -2.0836  1.0903  1.4585
C  -2.8696  -1.1332  1.8399
O  -3.7258  -1.9188  2.2048
O  -1.6710  -1.4216  1.4669

Atomic forces in eV per Å
-0.2 -0.6 -0.7
0.0 0.0 0.0
0.0 0.0 0.0
0.0 0.0 0.0
0.0 0.0 0.2
-0.1 0.0 0.0
0.0 0.1 0.0
-0.1 -0.2 -0.4
0.0 0.3 0.0
0.1 0.0 0.0
-0.1 0.0 0.0
0.0 0.0 0.1
0.0 -0.1 0.0
-0.2 -0.1 0.1
0.9 0.0 0.3
0.0 0.0 -0.4
-0.2 0.2 0.2
0.1 0.1 -0.1
-0.1 0.1 0.0
0.1 0.0 0.1
0.1 -0.1 -0.1
-0.2 -0.1 0.6
0.0 0.0 0.0
0.0 0.0 0.0
0.0 0.1 0.1
0.0 0.0 0.0
0.0 0.0 0.0
0.0 0.0 0.0
0.0 0.0 0.0
0.0 0.0 0.0
0.0 0.0 0.0
0.0 0.0 0.0
0.0 0.0 0.0
0.0 0.0 0.0
0.0 0.0 0.0
0.0 0.0 0.0
0.0 0.0 0.0
0.0 0.0 0.0
0.0 0.0 0.0
0.1 0.0 0.0
0.0 -0.1 0.0
0.2 -0.1 0.1
-0.4 0.1 -0.2
0.1 0.0 -0.1
0.0 0.0 0.0
0.0 0.0 0.0
0.0 0.0 0.0
-0.1 0.0 0.0
0.1 0.1 0.0
-0.1 0.0 0.0
0.1 0.1 0.1
-0.1 -0.1 -0.1
0.0 0.1 0.3

Calculated values
- E_LUMO (spin up / spin down): 4.020 / 4.020 eV
- E_HOMO (spin up / spin down): -1.36 / -1.74 eV
- Strongest force on any atom: 0.94 eV/A
- Kohn-Sham gap (spin up / spin down): 5.38 / 5.76 eV
- Total charge: -2
- Multiplicity: 2
- Energy above the lowest of the compared OMol25 structures with the same formula, charge and spin: 10.6 kcal per mole
- Expectation value of S²: 1.127

C4H4BrClO | wB97M-V/def2-TZVPD

Positions of all 11 atoms, in Å:
C  -1.2242  -0.9307  -0.5699
C  0.0483  -1.0389  -0.1201
C  0.6762  1.9162  -0.2841
C  0.4552  -0.4281  1.0801
O  1.4270  2.7420  0.1115
Cl  -0.3491  1.8254  -1.6177
Br  2.1543  -0.4820  1.6919
H  -1.7699  -1.4531  -1.4191
H  -1.9383  -0.4027  0.0165
H  0.6478  -1.6074  -0.7405
H  -0.1271  -0.1408  1.8512

Atomic forces in eV per Å
-1.5 -1.0 -0.5
-2.1 0.4 0.5
1.7 0.5 2.4
1.2 -0.4 -3.0
-1.2 -1.0 -0.9
-0.6 0.5 -1.2
1.8 -0.3 0.4
1.6 0.6 0.9
-0.4 0.6 0.5
1.9 -0.9 -0.8
-2.5 1.0 1.8

Calculated values
- E_LUMO (spin up / spin down): -0.582 / -0.657 eV
- E_HOMO (spin up / spin down): -8.55 / -7.83 eV
- Strongest force on any atom: 3.25 eV/A
- Kohn-Sham gap (spin up / spin down): 7.97 / 7.17 eV
- Total charge: 0
- Multiplicity: 1
- Energy above the lowest of the compared OMol25 structures with the same formula, charge and spin: 66.9 kcal per mole

Q: total charge of number 4 (C4H4BrClO)?
A: 0